[1]
DFT (ωB97M-V/def2-TZVPD) results for a structure of composition C12H17AuF4N2Te in a non-equilibrium geometry.

Its net charge is +2. As for the multiplicity: 3. The calculation puts the frontier orbital gap (spin up / spin down) at 7.8 / 3.7 eV. As for the total energy: -37534.5914 eV. For the relative energy (zero: lowest compared OMol25 entry of this formula, charge and spin), the calculation gives 0.0 kJ/mol. For the max |F|, the calculation gives 0.0559 hartree/bohr.

Last column: Löwdin charge in e.
CARTESIAN COORDINATES (ANGSTROEM)
1 Au 0.3720 0.7986 -0.9326  0.635
2 C 2.8457 -1.1936 -0.7189  -0.057
3 N 2.3254 0.0930 -0.1587  -0.426
4 C 3.3076 1.1233 -0.5026  -0.089
5 C 2.3436 -0.1407 1.2687  -0.224
6 C 1.3437 -1.1692 1.7429  -0.218
7 N 0.0826 -0.7138 1.3060  0.091
8 C -1.0946 -1.2899 1.6808  -0.129
9 C -2.3115 -0.7564 1.1964  -0.115
10 F -2.2026 0.2812 0.2866  -0.001
11 C -3.5466 -1.1700 1.5637  -0.190
12 F -4.6458 -0.6020 1.0459  0.125
13 C -3.6992 -2.2190 2.4753  0.153
14 C -2.5435 -2.8280 2.9242  -0.183
15 F -2.5860 -3.8773 3.7604  0.136
16 C -1.2948 -2.3809 2.5666  -0.072
17 F -0.1944 -3.0353 3.0783  0.101
18 H 3.8276 -1.4347 -0.2829  0.122
19 H 3.0075 -0.9289 -1.7846  0.099
20 H 2.0789 -1.9780 -0.6053  0.095
21 H 4.2693 1.0400 0.0102  0.121
22 H 2.7917 2.0177 -0.2798  0.065
23 H 3.4153 1.1609 -1.5988  0.101
24 H 2.0017 0.8366 1.6760  0.143
25 H 3.3748 -0.3439 1.4696  0.128
26 H 1.4511 -1.3128 2.8333  0.153
27 H 1.6914 -2.1478 1.2972  0.145
28 H -4.6714 -2.6111 2.7747  0.167
29 C 0.1362 3.2179 -3.6409  -0.335
30 Te -0.8367 1.4664 -2.9716  1.565
31 C -2.7758 2.2638 -2.5562  -0.287
32 H -0.5171 3.7941 -4.2637  0.029
33 H 0.9905 2.9187 -4.2535  0.035
34 H 0.5272 3.8520 -2.8621  0.041
35 H -3.5106 1.8672 -3.2468  0.042
36 H -2.7131 3.3084 -2.7611  0.022
37 H -3.0401 2.0933 -1.5365  0.015


[2]
DFT (ωB97M-V/def2-TZVPD) results for a cluster of 2 separate species, C4H6N2 in total in a non-equilibrium geometry.

The SMILES is C=C=N.C#CN. The calculation puts the frontier orbital gap at 9.2 eV. As for the total energy: -7220.8795 eV. For the relative energy (zero: lowest compared OMol25 entry of this formula, charge and spin), the calculation gives 454.6 kJ/mol. For the max |F|, the calculation gives 0.0619 hartree/bohr.

Last column: Löwdin charge in e.
CARTESIAN COORDINATES (ANGSTROEM)
1 C 1.5304 -0.8306 -0.4819  -0.284
2 C 1.9445 0.1335 0.1133  0.070
3 C -1.7242 0.7855 0.8055  -0.303
4 C -1.0765 1.8896 0.4428  -0.064
5 N 1.0408 -1.9723 -1.0612  0.044
6 N -2.2156 -0.2590 1.1331  0.167
7 H 1.8099 1.0626 0.4833  -0.026
8 H -0.0923 1.6897 -0.2215  0.068
9 H 1.7029 -2.7194 -0.7605  0.110
10 H -1.2747 2.9698 0.7944  0.067
11 H 1.1993 -1.8053 -2.0502  0.086
12 H -2.8446 -0.9441 0.8030  0.064


[3]
DFT (ωB97M-V/def2-TZVPD) results for the molecule C3H8N4 in a non-equilibrium geometry.

The SMILES is C1=NNCCNN1. The calculation puts the frontier orbital gap at 8.9 eV. As for the total energy: -9198.5366 eV. For the relative energy (zero: lowest compared OMol25 entry of this formula, charge and spin), the calculation gives 298.8 kJ/mol. For the max |F|, the calculation gives 0.0501 hartree/bohr.

Last column: Löwdin charge in e.
CARTESIAN COORDINATES (ANGSTROEM)
1 C 1.4270 0.4127 -0.0816  -0.204
2 C 0.1170 1.1997 0.4742  -0.197
3 C -1.2521 -1.1604 0.1016  -0.248
4 H 1.8124 0.9918 -0.9625  0.119
5 H 2.1306 0.2682 0.7706  0.108
6 H 0.2881 2.2494 0.5075  0.091
7 H -0.1546 0.7753 1.4644  0.109
8 H -1.6167 1.9203 -0.4710  0.125
9 H -1.9230 -2.0400 0.1243  0.112
10 H 0.1906 -2.4817 0.3221  0.126
11 H 0.6670 -0.7566 -1.4569  0.123
12 N -1.0375 1.0566 -0.3864  -0.122
13 N -1.8517 -0.0682 -0.2348  0.008
14 N 0.0933 -1.4487 0.3447  -0.062
15 N 1.1095 -0.9182 -0.5161  -0.088


[4]
DFT (ωB97M-V/def2-TZVPD) results for the ion C10H11N2O2S with charge +1 in a non-equilibrium geometry.

Its net charge is +1. The calculation puts the frontier orbital gap (spin up / spin down) at 6.7 / 6.7 eV. As for the total energy: -28448.7595 eV. For the relative energy (zero: lowest compared OMol25 entry of this formula, charge and spin), the calculation gives 197.5 kJ/mol. For the max |F|, the calculation gives 0.1700 hartree/bohr.

Last column: Löwdin charge in e.
CARTESIAN COORDINATES (ANGSTROEM)
1 C 0.9299 -3.5378 2.4517  -0.028
2 C -0.3752 -3.8932 2.1682  -0.025
3 C 1.4277 -2.3355 2.0167  0.020
4 C -1.1690 -3.1182 1.3511  -0.044
5 C 0.6338 -1.4451 1.2679  -0.262
6 C -0.6685 -1.8948 0.9087  -0.370
7 C -0.0937 0.3681 -0.1042  -0.231
8 C 0.1269 1.6053 -0.8604  -0.496
9 C -1.8589 3.4248 -3.1184  -0.034
10 C -0.7245 3.3216 -2.0444  -0.185
11 N 1.1561 -0.3270 0.7848  -0.033
12 N 2.3926 0.1549 0.8080  0.142
13 O 1.1753 2.2088 -0.8492  0.120
14 O -0.9927 2.0982 -1.4241  -0.004
15 S -1.3097 -0.7517 -0.2469  1.243
16 H 1.4982 -4.1495 3.0152  0.088
17 H -0.8912 -4.7921 2.4062  0.120
18 H 2.5014 -2.1325 2.2891  0.137
19 H -2.0645 -3.5301 1.1249  0.092
20 H -2.7146 2.9026 -2.7426  0.067
21 H -2.3021 4.4018 -3.4252  0.096
22 H -1.6031 3.0562 -4.0643  0.052
23 H -0.8707 4.2279 -1.3762  0.162
24 H 0.2121 3.2216 -2.4303  0.084
25 H 3.0195 -0.2829 1.4784  0.118
26 H 2.5648 1.1985 0.6155  0.171


[5]
DFT (ωB97M-V/def2-TZVPD) results for the ion C9H13NO3P with charge -1 in a non-equilibrium geometry.

Its net charge is -1. The SMILES is CN(C)[C@H](c1ccccc1)[P@@](=O)([O-])O. The calculation puts the frontier orbital gap at 8.4 eV. As for the total energy: -26467.9157 eV. For the relative energy (zero: lowest compared OMol25 entry of this formula, charge and spin), the calculation gives 0.0 kJ/mol. For the max |F|, the calculation gives 0.0695 hartree/bohr.

Last column: Löwdin charge in e.
CARTESIAN COORDINATES (ANGSTROEM)
1 C 0.9973 0.7770 3.4477  -0.140
2 C 1.3231 1.4996 2.3092  -0.081
3 C 0.3906 -0.4641 3.3662  -0.085
4 C 0.9043 0.9628 1.0247  -0.009
5 C 0.1479 -1.0464 2.1043  -0.059
6 C 0.3634 -0.3615 0.9215  -0.222
7 C -1.4212 0.8064 -1.2121  -0.121
8 C 0.0391 -0.2815 -2.6879  -0.109
9 C -0.0663 -0.9559 -0.3729  -0.362
10 N -0.1379 0.1275 -1.3004  -0.268
11 O 1.3483 -3.0728 0.3977  -0.327
12 O 0.1741 -3.2124 -1.8214  -0.365
13 O 2.3599 -1.7471 -1.5096  -0.257
14 P 0.9449 -2.4013 -0.8203  0.239
15 H 1.1128 1.2292 4.3376  0.045
16 H 1.8863 2.4723 2.2778  0.101
17 H 0.2229 -1.1821 4.1468  0.087
18 H 1.0004 1.5498 0.1386  0.085
19 H -0.1304 -2.1168 2.0941  0.114
20 H -2.1841 0.2601 -1.8418  0.092
21 H -1.8466 1.0866 -0.1852  0.113
22 H -1.3718 1.7648 -1.5692  0.034
23 H -0.9282 -0.7775 -3.0070  0.092
24 H 0.0845 0.5331 -3.3667  0.058
25 H 1.0003 -0.8738 -2.7157  0.072
26 H -1.0911 -1.5412 -0.1960  0.171
27 H 3.0201 -1.7555 -0.7081  0.103


[6]
DFT (ωB97M-V/def2-TZVPD) results for a cluster of 2 separate species, C2H2O2S in total in a non-equilibrium geometry.

The SMILES is O=C=S.C=O. The calculation puts the frontier orbital gap at 10.9 eV. As for the total energy: -17035.9110 eV. For the relative energy (zero: lowest compared OMol25 entry of this formula, charge and spin), the calculation gives 11.0 kJ/mol. For the max |F|, the calculation gives 0.0412 hartree/bohr.

Last column: Löwdin charge in e.
CARTESIAN COORDINATES (ANGSTROEM)
1 C -1.7853 -0.3805 0.2389  -0.927
2 C 1.3950 0.3799 -0.1782  -0.097
3 O -1.4884 0.7195 0.1345  0.094
4 O 0.7243 -0.6261 -0.0873  -0.043
5 S -2.2582 -1.8238 0.4651  0.809
6 H 1.0034 1.2700 -0.7305  0.093
7 H 2.4092 0.4611 0.1575  0.071


[7]
DFT (ωB97M-V/def2-TZVPD) results for the molecule C5H3F5 in a non-equilibrium geometry.

The SMILES is FC(F)=C[C@@H]1[C@@H](F)C1(F)F. The calculation puts the frontier orbital gap at 10.5 eV. As for the total energy: -18818.0428 eV. For the relative energy (zero: lowest compared OMol25 entry of this formula, charge and spin), the calculation gives 92.5 kJ/mol. For the max |F|, the calculation gives 0.0716 hartree/bohr.

Last column: Löwdin charge in e.
CARTESIAN COORDINATES (ANGSTROEM)
1 C -0.3433 0.4737 -0.3764  -0.094
2 C 1.0478 0.7796 -0.3377  0.002
3 C -1.2094 0.1164 0.8801  -0.105
4 C -1.1460 -0.8167 -0.2384  -0.430
5 C 2.0647 -0.0348 -0.0076  -0.277
6 F -2.3625 0.9157 0.9843  0.003
7 F -0.5580 -1.9669 0.1862  0.099
8 F -2.1531 -1.1132 -1.1002  0.126
9 F 3.3767 0.3376 -0.1952  0.084
10 F 1.9194 -1.2664 0.4684  0.140
11 H -0.9396 1.1502 -1.0596  0.179
12 H 1.0640 1.5895 -1.0099  0.113
13 H -0.7609 -0.1647 1.8061  0.159


Q: Which of these has the lowest max |F|?
A: C2H2O2S


Q: What is the formula in the fifth record?
A: C9H13NO3P


Q: Which value of relative energy (zero: lowest compared OMol25 entry of this formula, charge and spin) does entry 6 give?
A: 11.0 kJ/mol


Q: The lowest max |F| belongs to which entry?
A: C2H2O2S